117
Properties=species:S:1:pos:R:3 method="wB97M-V/def2-TZVPD" homo_energy_ev=-2.40 spin_multiplicity=5 homo_lumo_gap_ev=4.9 s2=6.013 total_charge=-2
Fe -0.39640 -0.31660 -0.08900
Cl 0.30580 2.89730 6.69610
C -0.01170 1.87130 5.35520
C 0.69430 2.02270 4.16820
Cl 1.95100 3.18810 4.07070
C 0.35950 1.27850 3.05510
Cl 1.20990 1.50580 1.58000
C -0.73550 0.36950 3.03880
O -1.19790 -0.15800 1.98650
C -1.31660 0.13520 4.32110
Cl -2.50880 -1.08860 4.42970
C -0.99730 0.89070 5.43080
Cl -1.85710 0.66970 6.89600
C -5.13390 0.13910 -4.35910
C -4.01290 1.19040 -4.37610
C -4.25260 2.21770 -5.49540
C -3.98700 1.92780 -3.05190
C -4.98960 2.81670 -2.67960
C -4.95210 3.48810 -1.47000
C -3.88540 3.31790 -0.60240
C -2.85360 2.46600 -0.95820
P -1.32160 2.11490 -0.02270
C -0.25620 3.44300 -0.71360
C 1.04280 3.13980 -1.10300
C 1.88370 4.13320 -1.57810
C 1.43780 5.44210 -1.65160
C 0.13990 5.74780 -1.27400
C -0.70490 4.75590 -0.81350
C -1.82330 2.85250 1.57330
C -2.92750 2.28080 2.20430
C -3.30660 2.67960 3.46960
C -2.58620 3.66640 4.12300
C -1.49900 4.25320 3.49730
C -1.10780 3.84490 2.23350
C -2.93140 1.75900 -2.16310
O -1.87680 0.94850 -2.37450
C -1.75770 0.32780 -3.58540
C -0.57420 -0.37990 -3.75500
C -0.26590 -0.84360 -5.02470
C -1.17480 -0.71730 -6.06240
C -2.39010 -0.09590 -5.83630
C -2.69260 0.47430 -4.60540
P 0.59710 -0.78850 -2.29830
C 0.20460 -2.62260 -2.45150
C 0.47770 -3.25340 -1.12380
C 1.10180 -4.64530 -1.18110
C 0.70430 -5.43850 -2.37930
C 0.06150 -4.85430 -3.39450
C -0.11700 -3.41400 -3.48150
C 1.91220 0.19050 -3.19680
C 3.24210 -0.15910 -3.40010
C 4.11910 0.70450 -4.03610
C 3.68870 1.93720 -4.49030
C 2.36610 2.30180 -4.29560
C 1.49640 1.44220 -3.65440
H -6.07870 0.58070 -4.04870
H -4.86770 -0.65560 -3.66730
H -5.25470 -0.30000 -5.34650
H -5.19990 2.73150 -5.35470
H -4.27310 1.73830 -6.46970
H -3.45530 2.95920 -5.49490
H -5.82740 2.99010 -3.34060
H -5.76300 4.15500 -1.20760
H -3.86290 3.84600 0.34000
H 1.39610 2.11760 -1.04190
H 2.88720 3.88270 -1.89420
H 2.09690 6.22340 -2.00770
H -0.21370 6.76710 -1.33730
H -1.71620 5.00100 -0.52650
H -3.49200 1.50370 1.71210
H -4.15010 2.19700 3.93900
H -2.85890 3.96760 5.12420
H -0.93600 5.02310 4.00620
H -0.23370 4.28660 1.77260
H 0.70300 -1.29930 -5.19260
H -0.94160 -1.11330 -7.04460
H -3.11060 -0.04400 -6.64090
H -0.38180 -3.13070 -0.45650
H 0.90790 -5.21560 -0.26610
H 0.94300 -6.49260 -2.38340
H -0.22820 -5.43580 -4.25900
H -0.42860 -3.02100 -4.43670
H 3.60690 -1.10610 -3.04820
H 5.15320 0.41560 -4.17090
H 4.37830 2.60850 -4.98660
H 2.02410 3.27160 -4.63360
H 0.47620 1.76090 -3.49290
Br 4.56540 -5.97100 -0.61130
C 3.47430 -4.51640 -0.07680
C 3.55240 -4.01460 1.17980
Br 4.79510 -4.75660 2.40130
C 2.72070 -2.95940 1.63340
Br 2.74540 -2.39290 3.45180
C 1.83150 -2.31270 0.80580
O 1.05140 -1.38780 1.15320
C 1.81990 -2.64310 -0.67330
O 2.11380 -1.50990 -1.36180
C 2.51680 -3.98620 -1.06980
Br 3.35290 -3.86030 -2.83230
O -3.47310 -1.71770 -2.40770
C -3.16600 -1.70640 -1.22340
O -2.05230 -1.35100 -0.73160
C -4.19980 -2.15360 -0.19920
C -5.09100 -3.15970 -0.53520
C -6.02260 -3.60230 0.41450
C -6.08920 -2.99890 1.66630
C -5.23500 -1.94800 1.95610
C -4.25880 -1.53730 1.04390
N -5.41900 -1.24820 3.18610
O -5.86310 -1.86430 4.14620
O -5.15920 -0.05130 3.19810
N -6.93190 -4.64030 0.09350
O -7.79120 -4.94850 0.92690
O -6.83390 -5.19240 -1.00600
H -5.06560 -3.60290 -1.51880
H -6.82430 -3.32220 2.38800
H -3.53960 -0.77740 1.30860